Arrangement i

CH29O14 | ωB97M-V/def2-TZVPD

Results
Multiplicity: 1
Net charge: -1
HOMO, eV: -5.60

Atoms and positions in Å:
C -0.025 0.513 0.095
O -0.843 -0.043 1.071
H -0.479 1.017 -0.719
H 0.588 -0.287 -0.381
H 0.651 1.042 0.724
O -0.281 -2.596 1.423
H -0.471 -1.782 1.148
H -0.276 -2.602 2.358
O -2.687 -0.770 -0.735
H -2.287 -1.055 -1.750
H -1.880 -0.371 -0.258
O 3.318 -0.926 0.166
H 4.197 -0.669 0.318
H 2.994 -1.051 0.995
O 2.475 2.923 0.118
H 2.604 2.907 1.082
H 1.933 2.264 0.001
O 0.332 3.246 -2.341
H 1.118 2.825 -2.531
H 0.481 3.958 -1.607
O 2.105 0.107 2.711
H 1.433 -0.156 3.343
H 1.492 0.596 2.208
O 0.461 -3.888 -0.946
H 0.696 -3.701 -0.152
H 0.241 -3.017 -1.324
O -1.816 1.945 -3.331
H -1.028 1.975 -2.957
H -2.475 2.339 -2.757
O -2.424 2.428 1.017
H -1.834 1.630 1.003
H -2.637 2.559 0.124
O 1.930 -0.635 -2.659
H 2.143 -0.862 -1.717
H 2.652 -0.377 -3.177
O -0.763 -1.911 -2.777
H 0.122 -1.428 -2.752
H -0.645 -2.531 -3.414
O -0.534 -0.276 4.020
H -1.301 -1.015 4.010
H -0.502 0.021 3.102
O -2.915 -1.143 2.519
H -2.420 -0.885 1.789
H -3.439 -0.316 2.941


Arrangement ii

CH29O14 | ωB97M-V/def2-TZVPD

Results
Multiplicity: 1
Net charge: -1
HOMO, eV: -6.23

Atoms and positions in Å:
C 4.076 1.167 -8.155
O 2.961 1.514 -8.944
H 3.741 0.524 -7.375
H 4.497 2.018 -7.662
H 4.808 0.712 -8.753
O 6.444 3.268 -5.719
H 6.676 3.611 -6.580
H 6.327 2.315 -5.843
O 3.914 2.779 -4.363
H 3.235 2.673 -5.062
H 4.590 3.345 -4.702
O 3.206 -1.166 -9.604
H 3.302 -0.242 -9.299
H 3.330 -1.692 -8.838
O 1.202 0.630 -10.893
H 0.361 1.056 -10.660
H 1.797 0.796 -10.179
O 0.771 3.533 -9.517
H 0.811 4.463 -9.789
H 1.556 3.290 -9.064
O 2.290 3.058 -6.708
H 2.589 2.416 -7.369
H 3.001 3.700 -6.802
O 4.376 3.669 -9.751
H 3.900 2.892 -9.421
H 5.209 3.566 -9.315
O 6.419 0.600 -6.183
H 5.797 0.352 -6.952
H 5.798 0.569 -5.433
O 4.562 1.248 -11.420
H 4.875 0.379 -11.461
H 4.187 1.337 -10.521
O 6.605 4.008 -8.433
H 6.224 4.881 -8.523
H 7.453 4.025 -8.857
O 4.010 -0.985 -5.373
H 4.120 -1.651 -4.734
H 3.831 -1.606 -6.088
O 1.146 0.071 -7.364
H 0.395 0.210 -7.938
H 1.886 0.444 -7.862
O 6.254 -1.455 -8.719
H 6.277 -1.872 -7.918
H 5.823 -2.111 -9.277


Of the structures shown above, arrangement ii is the most stable.